No. 1
Below is C2H2ClNS in the gas phase at a distorted geometry, with properties calculated with ωB97M-V with the def2-TZVPD basis set.

## Properties
HOMO (spin up / spin down) ... -8.2421 / -9.0864 eV
Max |F| ... 0.0317 hartree/bohr
Relative energy (zero: lowest compared OMol25 entry of this formula, charge and spin) ... 2.805 eV
Orbital gap (spin up / spin down) ... 6.90 / 7.58 eV
E_LUMO (spin up / spin down) ... -1.344 / -1.510 eV
Total charge ... 0
DFT total energy ... -26950.0463 eV

```
7
C2H2ClNS | OMol25 | ωB97M-V with the def2-TZVPD basis set
C -0.17593 0.26594 -0.03317
C -1.35576 -0.27932 0.35749
N 1.06820 -0.26415 0.05981
S 1.61906 -1.80359 -0.11343
Cl -2.81938 0.31775 -0.13724
H -0.15383 1.33929 -0.23955
H 1.81764 0.42407 0.10608
```

No. 2
Below is a gas-phase ion, C2H2ClO3P (charge -2) at a distorted geometry, with properties calculated with ωB97M-V with the def2-TZVPD basis set.

## Properties
HOMO ... 0.6942 eV
Max |F| ... 0.1653 hartree/bohr
Relative energy (zero: lowest compared OMol25 entry of this formula, charge and spin) ... 1.987 eV
Orbital gap ... 5.19 eV
SMILES string ... C=C(Cl)P(=O)([O-])[O-]
E_LUMO ... 5.887 eV
Total charge ... -2
DFT total energy ... -30059.6484 eV

```
9
C2H2ClO3P | OMol25 | ωB97M-V with the def2-TZVPD basis set
C -1.55034 0.28049 0.04831
C -0.03700 0.73601 0.00492
Cl 0.21050 2.41458 -0.14960
P 1.20614 -0.72242 0.02557
O 2.49818 -0.17406 0.59019
O 1.23250 -1.06219 -1.45821
O 0.48148 -1.72131 0.90119
H -2.33108 1.01460 -0.07322
H -1.71036 -0.76570 0.11086
```

No. 3
Below is C2H2ClO3P in the gas phase at a distorted geometry, with properties calculated with ωB97M-V with the def2-TZVPD basis set.

## Properties
HOMO ... -9.7031 eV
Max |F| ... 0.0724 hartree/bohr
Relative energy (zero: lowest compared OMol25 entry of this formula, charge and spin) ... 3.636 eV
Orbital gap ... 9.75 eV
SMILES string ... O=C1COOP1Cl
E_LUMO ... 0.044 eV
Total charge ... 0
DFT total energy ... -30057.2074 eV

```
9
C2H2ClO3P | OMol25 | ωB97M-V with the def2-TZVPD basis set
O 1.34088 -1.68579 0.09455
C 0.52961 -0.83985 0.10612
C 0.16080 0.16737 -0.93626
O -0.92114 0.93790 -0.57924
O -1.68312 0.34571 0.59550
P -0.73877 -0.42138 1.53517
Cl 0.41805 0.95770 2.34022
H 0.93766 0.76803 -1.17578
H -0.04398 -0.22969 -1.98029
```

No. 4
Below is a gas-phase ion, C2H2ClO3PS (charge -2) at a distorted geometry, with properties calculated with ωB97M-V with the def2-TZVPD basis set.

## Properties
HOMO ... -0.1761 eV
Max |F| ... 0.0946 hartree/bohr
Relative energy (zero: lowest compared OMol25 entry of this formula, charge and spin) ... 0.000 eV
Orbital gap ... 5.78 eV
SMILES string ... O=P([O-])([O-])[C@@H](Cl)C=S
E_LUMO ... 5.608 eV
Total charge ... -2
DFT total energy ... -40896.3437 eV

```
10
C2H2ClO3PS | OMol25 | ωB97M-V with the def2-TZVPD basis set
O 0.97190 -2.01486 0.19062
P 1.43723 -0.60240 -0.00506
O 1.72271 -0.23089 -1.42980
O 2.35920 -0.01584 1.00106
C -0.39738 0.59122 0.40082
Cl 0.30754 2.07370 -0.18085
C -1.62080 0.16010 -0.36009
S -2.79079 -0.82501 0.18260
H -0.25847 0.46126 1.56081
H -1.73115 0.40272 -1.36011
```

No. 5
Below is a molecular structure, C2H2CsLiO2, with properties calculated with ωB97M-V with the def2-TZVPD basis set.

## Properties
Spin multiplicity ... 2
HOMO (spin up / spin down) ... -10.0614 / -12.4235 eV
<S²> ... 0.76
Max |F| ... 0.0182 hartree/bohr
Relative energy (zero: lowest compared OMol25 entry of this formula, charge and spin) ... 0.000 eV
Orbital gap (spin up / spin down) ... 6.16 / 8.50 eV
E_LUMO (spin up / spin down) ... -3.905 / -3.919 eV
Total charge ... +1
DFT total energy ... -6949.2223 eV

```
8
C2H2CsLiO2 | OMol25 | ωB97M-V with the def2-TZVPD basis set
O 0.81334 -0.58202 0.21752
C 0.40641 0.63783 0.11150
C -0.96465 0.91991 0.36272
O -1.74223 -0.03137 0.66368
Li -0.59972 -1.44602 1.30095
Cs 2.38013 -2.83224 -2.50932
H 1.04703 1.38883 -0.37050
H -1.34031 1.94508 0.22345
```

No. 6
Below is a molecular structure, C2H2CuMgO2 at a distorted geometry, with properties calculated with ωB97M-V with the def2-TZVPD basis set.

## Properties
Spin multiplicity ... 2
HOMO (spin up / spin down) ... -6.1293 / -6.4872 eV
<S²> ... 0.75
Max |F| ... 0.0437 hartree/bohr
Orbital gap (spin up / spin down) ... 4.51 / 4.73 eV
E_LUMO (spin up / spin down) ... -1.624 / -1.760 eV
Total charge ... 0
DFT total energy ... -56281.0193 eV

```
8
C2H2CuMgO2 | OMol25 | ωB97M-V with the def2-TZVPD basis set
O -0.44612 1.89581 0.47857
C 0.65420 1.33731 0.57592
C 0.83867 -0.05279 0.22081
O -0.75695 -0.65156 -0.38692
Cu -0.96714 -2.46397 -1.28085
Mg -2.12615 0.70298 -0.19152
H 1.15200 -0.63315 1.10540
H 1.65147 -0.13462 -0.52141
```

No. 7
Below is 2 unconnected molecules or ions with the total composition C2H2F2O3 at a distorted geometry, with properties calculated with ωB97M-V with the def2-TZVPD basis set.

## Properties
HOMO (spin up / spin down) ... -10.4859 / -10.4843 eV
Max |F| ... 0.0914 hartree/bohr
Relative energy (zero: lowest compared OMol25 entry of this formula, charge and spin) ... 3.686 eV
Orbital gap (spin up / spin down) ... 9.44 / 9.44 eV
E_LUMO (spin up / spin down) ... -1.042 / -1.042 eV
Total charge ... 0
DFT total energy ... -13680.6855 eV

```
9
C2H2F2O3 | OMol25 | ωB97M-V with the def2-TZVPD basis set
C -1.98660 0.36029 -0.07623
C -1.03255 -0.66532 -0.56139
O -2.08408 1.52058 -0.37994
O -0.61619 0.26890 1.28710
O -0.10190 -0.22223 -1.32710
F -3.03910 -0.42989 0.44569
F -0.92901 -1.93210 -0.18988
H -0.73015 -0.26849 2.11548
H 0.80937 -0.53412 -1.45229
```

No. 8
Below is a gas-phase ion, C2H2F2P (charge +1) at a distorted geometry, with properties calculated with ωB97M-V with the def2-TZVPD basis set.

## Properties
HOMO ... -16.9643 eV
Max |F| ... 0.1004 hartree/bohr
Relative energy (zero: lowest compared OMol25 entry of this formula, charge and spin) ... 0.805 eV
Orbital gap ... 9.67 eV
E_LUMO ... -7.292 eV
Total charge ... +1
DFT total energy ... -16820.3875 eV

```
7
C2H2F2P | OMol25 | ωB97M-V with the def2-TZVPD basis set
C 0.42934 0.39284 -0.73996
C -0.48873 1.25660 -0.61085
F 0.61400 -1.91294 0.28056
F -0.79414 -0.74059 1.66974
P 0.67832 -0.57300 1.08199
H 1.00341 -0.33195 -1.24255
H -1.44220 1.90904 -0.43893
```

No. 9
Below is 2 unconnected molecules or ions with the total composition C2H2F3NO at a distorted geometry, with properties calculated with ωB97M-V with the def2-TZVPD basis set.

## Properties
HOMO (spin up / spin down) ... -9.4211 / -9.3008 eV
Max |F| ... 0.0882 hartree/bohr
Relative energy (zero: lowest compared OMol25 entry of this formula, charge and spin) ... 7.316 eV
Orbital gap (spin up / spin down) ... 9.23 / 9.22 eV
E_LUMO (spin up / spin down) ... -0.190 / -0.079 eV
Total charge ... 0
DFT total energy ... -13789.7840 eV

```
9
C2H2F3NO | OMol25 | ωB97M-V with the def2-TZVPD basis set
C -2.63798 -0.77168 -0.33439
C -3.40144 0.09322 0.17996
N -0.33981 1.09991 -1.10987
O -0.67747 0.20350 -0.25218
F -2.70908 -2.04176 -0.67842
F -4.76853 -0.00045 0.34770
F -3.03912 1.36647 0.45522
H -0.07821 0.98662 -2.13231
H -0.36980 2.13390 -0.89508
```

No. 10
Below is 2 unconnected molecules or ions with the total composition C2H2F3NO at a distorted geometry, with properties calculated with ωB97M-V with the def2-TZVPD basis set.

## Properties
HOMO (spin up / spin down) ... -9.3619 / -10.4762 eV
Max |F| ... 0.0607 hartree/bohr
Relative energy (zero: lowest compared OMol25 entry of this formula, charge and spin) ... 6.840 eV
Orbital gap (spin up / spin down) ... 8.36 / 10.70 eV
E_LUMO (spin up / spin down) ... -1.004 / 0.219 eV
Total charge ... 0
DFT total energy ... -13790.2597 eV

```
9
C2H2F3NO | OMol25 | ωB97M-V with the def2-TZVPD basis set
C 1.78351 -0.38574 -0.04609
C -1.81143 0.26499 0.06172
N 1.27131 -0.18026 -1.33858
O 0.52881 -0.89057 -0.53296
F -2.70115 -0.15067 0.87729
F -0.81360 0.82909 0.79864
F -2.35993 1.22682 -0.74483
H 2.58034 -1.15694 0.16290
H 1.52213 0.44327 0.76190
```

No. 11
Below is a molecular structure, C2H2FHgO2 at a distorted geometry, with properties calculated with ωB97M-V with the def2-TZVPD basis set.

## Properties
Spin multiplicity ... 2
HOMO (spin up / spin down) ... -7.4256 / -10.4472 eV
<S²> ... 0.76
Max |F| ... 0.0631 hartree/bohr
Relative energy (zero: lowest compared OMol25 entry of this formula, charge and spin) ... 1.265 eV
Orbital gap (spin up / spin down) ... 5.96 / 9.03 eV
E_LUMO (spin up / spin down) ... -1.465 / -1.421 eV
Total charge ... 0
DFT total energy ... -13090.2348 eV

```
8
C2H2FHgO2 | OMol25 | ωB97M-V with the def2-TZVPD basis set
H 2.81719 -0.41288 1.20748
O 1.28326 0.63151 0.32193
O -0.42345 -0.69342 1.23723
C 1.77310 -0.36541 0.86121
C 0.67296 -1.22069 1.44953
F -1.82239 0.57065 -2.62329
H 0.84651 -1.95002 2.25580
Hg -0.79076 0.32539 -0.97541
```

No. 12
Below is a molecular structure, C2H2FI3O at a distorted geometry, with properties calculated with ωB97M-V with the def2-TZVPD basis set.

## Properties
HOMO (spin up / spin down) ... -9.3455 / -9.0659 eV
Max |F| ... 0.0837 hartree/bohr
Relative energy (zero: lowest compared OMol25 entry of this formula, charge and spin) ... 2.200 eV
Orbital gap (spin up / spin down) ... 6.63 / 5.69 eV
E_LUMO (spin up / spin down) ... -2.719 / -3.376 eV
Total charge ... 0
DFT total energy ... -31170.7642 eV

```
9
C2H2FI3O | OMol25 | ωB97M-V with the def2-TZVPD basis set
C 0.45645 -0.32701 -0.21085
C -0.51012 0.58472 -0.45554
O -1.73345 0.46357 0.11262
F -0.31909 1.53129 -1.45691
I 2.35112 -0.17647 -1.15712
I 4.68638 0.67593 1.41415
I -2.74205 -2.30045 1.73797
H 0.24409 -1.13499 0.42826
H -2.43332 0.68341 -0.41259
```